Record 1
DFT (ωB97M-V/def2-TZVPD) results for one molecule with the formula C5H11N3 in a non-equilibrium geometry.

**Highest occupied orbital energy**: -8.33 eV
**E**: -9829.7560 eV
**LUMO**: 1.11 eV
**SMILES string**: N[C@H]1[C@@H]2N[C@H]2C[C@@H]1N

Geometry as XYZ:
```
19
C5H11N3, DFT ωB97M-V/def2-TZVPD
N -1.033 2.027 0.250
N -1.848 -0.983 -0.572
N 2.505 0.356 -0.429
C 1.432 -0.624 -0.340
C -0.815 -0.446 0.297
C 0.454 -1.319 0.597
C 1.175 0.794 0.015
C -0.318 0.958 -0.391
H 0.892 -1.238 1.608
H 3.142 0.451 0.383
H -1.415 -1.392 -1.436
H 0.348 -2.400 0.413
H -0.938 2.939 -0.194
H -1.265 -0.234 1.268
H -2.259 -1.804 -0.060
H -1.998 1.807 0.282
H -0.394 0.952 -1.493
H 1.133 -0.806 -1.342
H 1.200 0.961 1.147
```

Record 2
DFT (ωB97M-V/def2-TZVPD) results for C5H11N3 as an isolated structure.

**Highest occupied orbital energy**: -7.76 eV
**E**: -9830.3171 eV
**LUMO**: 0.56 eV

Geometry as XYZ:
```
19
C5H11N3, DFT ωB97M-V/def2-TZVPD
N -1.107 -0.350 1.704
N 0.478 2.009 1.879
N 0.312 0.171 0.003
C 1.487 -0.597 -0.446
C 0.462 0.774 1.616
C -1.506 -1.633 -0.437
C -0.906 -0.655 0.526
C -0.069 1.209 -0.969
H -0.287 0.749 -1.934
H -2.305 -2.168 0.071
H 0.743 1.927 -1.075
H -1.921 -1.125 -1.312
H -0.959 1.725 -0.610
H -0.136 2.586 1.311
H 1.683 -1.395 0.268
H -0.767 -2.355 -0.796
H 1.305 -1.037 -1.428
H 1.140 0.100 2.128
H 2.353 0.065 -0.499
```

Record 3
DFT (ωB97M-V/def2-TZVPD) results for a 2-piece molecular cluster, C5H11N3 overall in a non-equilibrium geometry.

**Highest occupied orbital energy (alpha / beta)**: -18.23 / -14.50 eV
**E**: -9809.4265 eV
**LUMO (alpha / beta)**: -8.61 / -10.91 eV
**Charge**: +2

Geometry as XYZ:
```
19
C5H11N3, DFT ωB97M-V/def2-TZVPD
N 2.465 1.469 -0.325
N 1.130 0.836 -0.086
N -1.677 0.500 0.401
C -0.848 1.207 1.110
C 0.570 1.425 0.932
C -3.516 -0.620 -0.921
C -2.527 0.136 -0.283
C 2.032 -2.778 -0.091
H -4.527 -0.387 -0.528
H 1.856 -1.764 -0.459
H 1.215 2.025 1.680
H 2.780 -2.844 0.787
H -3.216 -1.715 -0.777
H -3.529 -0.315 -1.950
H 2.108 2.158 -1.071
H 2.611 1.921 0.630
H 1.451 -3.646 -0.286
H 3.020 0.762 -0.751
H -1.397 1.628 1.990
```

Record 4
DFT (ωB97M-V/def2-TZVPD) results for an isolated ion of composition C5H11N3 and charge +2 in a non-equilibrium geometry.

**Highest occupied orbital energy (alpha / beta)**: -20.14 / -19.39 eV
**E**: -9808.7803 eV
**LUMO (alpha / beta)**: -12.63 / -12.76 eV
**Charge**: +2

Geometry as XYZ:
```
19
C5H11N3, DFT ωB97M-V/def2-TZVPD
N -1.317 1.014 -0.046
N -2.495 -0.788 0.747
N -0.065 0.884 0.051
C 1.706 -0.590 0.753
C 0.744 2.049 0.167
C 0.508 -0.406 -0.108
C -2.252 0.191 -0.014
C 0.131 -1.442 -1.012
H -3.021 0.469 -0.767
H 1.551 2.163 -0.643
H -3.253 -1.436 0.781
H 1.574 -0.312 1.727
H 1.349 1.903 1.113
H -0.712 -2.151 -0.848
H 2.130 -1.675 0.669
H 2.412 0.094 0.380
H 1.072 -2.025 -1.315
H -0.203 -0.976 -1.969
H 0.143 3.032 0.335
```

Record 5
DFT (ωB97M-V/def2-TZVPD) results for one molecule with the formula C5H11N3O in a non-equilibrium geometry.

**Highest occupied orbital energy**: -7.57 eV
**E**: -11878.7716 eV
**LUMO**: 0.41 eV

Geometry as XYZ:
```
20
C5H11N3O, DFT ωB97M-V/def2-TZVPD
O 0.835 -2.306 -0.706
N 1.720 1.373 -0.889
N 1.830 -1.025 0.944
N -0.708 -0.656 0.396
C 0.700 0.375 -0.935
C -1.185 1.748 0.361
C -0.519 0.510 -0.139
C -1.874 -1.499 0.444
C 0.870 -1.243 -0.086
H 0.514 -0.044 -1.922
H -2.228 1.750 0.035
H -0.712 2.638 -0.053
H -1.163 1.814 1.451
H 1.502 2.207 -0.362
H -1.794 -2.132 1.329
H -1.895 -2.149 -0.434
H 2.438 -0.237 0.759
H -2.783 -0.898 0.494
H 2.360 -1.873 1.100
H 2.092 1.646 -1.789
```

Record 6
DFT (ωB97M-V/def2-TZVPD) results for C5H11N3O as an isolated structure in a non-equilibrium geometry.

**Highest occupied orbital energy (alpha / beta)**: -8.18 / -8.00 eV
**E**: -11876.7403 eV
**LUMO (alpha / beta)**: -1.30 / -1.04 eV

Geometry as XYZ:
```
20
C5H11N3O, DFT ωB97M-V/def2-TZVPD
O -1.145 1.360 -0.655
N 1.210 -0.443 -1.103
N -0.665 -1.776 -1.788
N 0.378 0.650 0.885
C 0.612 0.068 2.188
C -2.016 -0.296 0.828
C -0.877 0.375 0.071
C -0.005 -0.901 -1.176
C 1.627 0.654 -1.940
H -2.793 -0.533 0.105
H -2.405 0.404 1.569
H -1.707 -1.209 1.336
H 0.677 1.615 0.779
H 1.580 0.379 2.579
H -0.094 -2.505 -2.211
H 2.634 0.975 -1.680
H 0.947 1.506 -1.833
H 1.599 0.320 -2.985
H -0.144 0.377 2.919
H 0.589 -1.021 2.114
```

Record 7
DFT (ωB97M-V/def2-TZVPD) results for a 2-piece molecular cluster, C5H11N3O overall in a non-equilibrium geometry.

**Highest occupied orbital energy**: -8.18 eV
**E**: -11875.9735 eV
**LUMO**: -0.13 eV
**SMILES string**: [H]/N=N/C(C)=N/[H].C[C@H]1CO1

Geometry as XYZ:
```
20
C5H11N3O, DFT ωB97M-V/def2-TZVPD
O 2.603 0.643 -0.447
N -0.525 1.227 0.317
N -0.900 1.852 -0.709
N -0.583 -0.615 1.678
C 1.456 -0.050 -0.881
C 1.618 1.054 0.443
C -1.118 0.000 0.703
C 1.462 -1.528 -0.723
C -2.495 -0.271 0.144
H -0.493 2.797 -0.674
H -2.415 -0.515 -0.916
H 2.349 -1.962 -1.208
H 1.662 2.134 0.580
H 1.588 0.494 1.372
H -2.957 -1.104 0.663
H 0.990 0.384 -1.757
H 1.499 -1.804 0.340
H 0.563 -1.951 -1.184
H -1.160 -1.384 2.010
H -3.144 0.597 0.250
```

Record 8
DFT (ωB97M-V/def2-TZVPD) results for a 2-piece molecular cluster, C5H11N3O3 overall in a non-equilibrium geometry.

**Highest occupied orbital energy (alpha / beta)**: -6.99 / -9.64 eV
**E**: -15968.2592 eV
**2S+1**: 3
**<S²>**: 2.01
**LUMO (alpha / beta)**: -0.18 / -2.90 eV

Geometry as XYZ:
```
22
C5H11N3O3, DFT ωB97M-V/def2-TZVPD
O -0.152 -1.109 -2.749
O -2.102 1.029 0.149
O 0.329 0.920 -3.098
N 0.776 0.603 0.005
N 1.037 1.737 -0.527
N -0.128 -0.111 -3.440
C 0.757 -1.658 0.749
C 0.018 0.536 1.244
C -0.459 -0.932 1.379
C -1.217 1.488 1.122
C 1.033 -0.723 -0.398
H -0.733 2.447 0.725
H -1.811 1.457 1.989
H 1.162 1.639 -1.569
H 0.589 0.882 2.096
H -0.670 -1.218 2.479
H 0.455 -2.691 0.461
H 0.342 -0.980 -1.382
H 2.045 -0.910 -0.759
H -1.504 0.630 -0.619
H -1.372 -1.234 0.662
H 1.606 -1.802 1.479
```